Record 1
{
  "formula": "C18H21NO4",
  "method": "the ωB97M-V functional and the def2-TZVPD basis",
  "energy_ha": -1054.250319,
  "e_homo_ev": -8.67,
  "lumo_energy_ev": -0.471,
  "relative_energy_ev": 0.4414,
  "charge": 0,
  "elements": ["C", "O", "C", "C", "C", "C", "O", "C", "O", "C", "C", "O", "N", "C", "C", "C", "C", "C", "C", "C", "C", "C", "C", "H", "H", "H", "H", "H", "H", "H", "H", "H", "H", "H", "H", "H", "H", "H", "H", "H", "H", "H", "H", "H"],
  "coordinates": [[7.4541, 0.9741, 0.0572], [6.1376, 1.4743, 0.1008], [5.1008, 0.6025, 0.0453], [5.2347, -0.7891, -0.0469], [4.1208, -1.6011, -0.0993], [2.8487, -1.0416, -0.0613], [1.7776, -1.8679, -0.1159], [0.4949, -1.4223, -0.0890], [-0.3770, -2.2656, -0.1454], [0.2917, 0.0210, 0.0059], [-1.0751, 0.6528, 0.0481], [-1.1868, 1.8628, 0.1518], [-2.1082, -0.1949, -0.0389], [-3.4912, 0.2379, 0.0004], [-4.1494, -0.3067, 1.2839], [-5.6172, -0.7037, 1.1479], [-6.5551, 0.4529, 0.8129], [-6.1182, 1.2779, -0.3990], [-5.5570, 0.4423, -1.5500], [-4.1870, -0.2181, -1.2867], [1.3613, 0.8533, 0.0643], [2.6961, 0.3525, 0.0316], [3.8305, 1.1609, 0.0844], [7.6495, 0.4370, -0.8761], [8.0997, 1.8490, 0.1095], [7.6643, 0.3194, 0.9085], [6.2104, -1.2464, -0.0782], [4.2200, -2.6723, -0.1702], [-1.9149, -1.1882, -0.1130], [-3.4426, 1.3296, 0.0238], [-4.0443, 0.4333, 2.0792], [-3.5929, -1.1963, 1.5920], [-5.7163, -1.4804, 0.3901], [-5.9378, -1.1424, 2.0966], [-6.6378, 1.1171, 1.6760], [-7.5481, 0.0358, 0.6265], [-6.9863, 1.8283, -0.7709], [-5.3822, 2.0212, -0.0960], [-6.2874, -0.3263, -1.8105], [-5.4652, 1.1015, -2.4154], [-3.5163, 0.0180, -2.1159], [-4.2831, -1.3050, -1.2596], [1.1832, 1.9176, 0.1365], [3.7282, 2.2317, 0.1559]],
  "forces_ev_per_angstrom": [[0.2, -0.1, 0.0], [-0.2, 0.2, 0.0], [-0.3, -0.1, 0.0], [0.1, 0.3, 0.0], [-0.5, 0.0, 0.0], [0.7, 0.7, 0.0], [0.0, -0.3, 0.0], [-0.5, -0.3, 0.0], [0.4, 0.2, 0.0], [0.6, 0.5, 0.0], [0.0, -0.3, 0.0], [0.1, 0.3, 0.0], [-0.1, -0.2, 0.0], [0.0, 0.2, -0.1], [-0.2, -0.1, -0.1], [0.0, 0.3, 0.2], [0.1, -0.1, -0.1], [-0.2, -0.1, -0.1], [0.0, 0.1, 0.1], [0.1, 0.2, 0.0], [-0.7, -0.3, 0.0], [0.3, -0.7, 0.0], [0.2, -0.2, 0.0], [0.0, 0.0, 0.0], [0.0, -0.1, 0.0], [0.0, 0.0, 0.0], [0.1, 0.0, 0.0], [0.0, -0.1, 0.0], [0.2, 0.1, 0.0], [-0.1, -0.2, 0.0], [0.1, 0.0, 0.1], [0.0, 0.1, 0.0], [0.0, -0.1, 0.0], [0.0, -0.1, -0.1], [-0.1, 0.0, 0.1], [-0.1, 0.1, 0.0], [0.1, 0.1, 0.0], [0.0, 0.1, 0.0], [0.0, 0.0, -0.1], [0.0, -0.1, 0.0], [0.0, -0.1, 0.0], [0.0, -0.1, 0.0], [-0.1, 0.1, 0.0], [0.0, 0.2, 0.0]]
}



Record 2
{
  "formula": "C2H2CrF",
  "method": "the ωB97M-V functional and the def2-TZVPD basis",
  "energy_ha": -1221.324056,
  "multiplicity": 5,
  "e_homo_ev": [-14.30, -14.73],
  "lumo_energy_ev": [-7.445, -6.676],
  "relative_energy_ev": 0.0000,
  "charge": 1,
  "elements": ["F", "H", "C", "C", "H", "Cr"],
  "coordinates": [[-2.8113, 1.8307, -0.0751], [-1.1492, 0.0360, -0.0812], [-0.6217, 1.0017, 0.0835], [-1.4542, 2.0338, 0.1002], [-1.2229, 3.0956, -0.0118], [1.3522, 1.2140, -0.0122]],
  "forces_ev_per_angstrom": [[1.9, 0.3, 0.5], [0.7, 0.3, 0.4], [-0.5, -0.5, -0.2], [-1.5, 0.2, -1.3], [-0.1, -0.2, 0.6], [-0.6, -0.1, 0.1]]
}



Record 3
{
  "formula": "C12H30AgN2O8P",
  "method": "the ωB97M-V functional and the def2-TZVPD basis",
  "energy_ha": -1674.965607,
  "multiplicity": 2,
  "e_homo_ev": [-4.46, -4.29],
  "lumo_energy_ev": [2.542, 2.541],
  "charge": -1,
  "elements": ["Ag", "P", "O", "O", "O", "O", "C", "O", "C", "C", "N", "C", "C", "O", "C", "H", "H", "H", "H", "H", "H", "H", "H", "H", "H", "H", "H", "H", "H", "H", "C", "O", "C", "C", "N", "C", "C", "O", "C", "H", "H", "H", "H", "H", "H", "H", "H", "H", "H", "H", "H", "H", "H", "H"],
  "coordinates": [[0.8238, -0.1825, -0.4060], [1.7991, -1.0407, 2.3350], [0.7868, -1.5827, 1.2858], [2.3344, 0.3682, 2.0478], [2.9354, -2.0580, 2.5381], [1.1051, -1.0924, 3.7690], [-5.4761, 0.2656, 1.7158], [-4.2251, 0.1019, 1.0718], [-3.6093, -1.1382, 1.3686], [-2.2151, -1.0371, 0.9571], [-2.0164, -0.8147, -0.4823], [-2.3519, -2.0240, -1.2334], [-1.1890, -3.1518, -1.0256], [-0.6042, -3.5625, -2.1749], [0.1615, -2.6002, -2.7980], [-6.0006, 1.1210, 1.2880], [-5.3219, 0.4599, 2.8028], [-6.1143, -0.6192, 1.6467], [-4.1193, -1.9039, 0.8072], [-3.5914, -1.4003, 2.4320], [-1.6562, -1.9574, 1.1435], [-1.6422, -0.3162, 1.5842], [-2.5545, -0.0030, -0.7934], [-2.2658, -1.6660, -2.2599], [-3.4016, -2.3667, -1.1325], [-1.5824, -3.9979, -0.4834], [-0.3722, -2.6892, -0.3917], [0.9188, -2.2008, -2.1093], [-0.4681, -1.7242, -2.9982], [0.6608, -2.9825, -3.7248], [0.4119, 4.0573, 2.6232], [0.1983, 3.9625, 1.1985], [0.5603, 2.7533, 0.5966], [1.5528, 3.0368, -0.5927], [1.4130, 1.9387, -1.5103], [2.6048, 1.5814, -2.3338], [3.5190, 0.5815, -1.6017], [3.0526, -0.7640, -1.6608], [3.8373, -1.4075, -0.6815], [1.4870, 4.1503, 2.8498], [-0.0775, 3.1794, 3.0799], [-0.1116, 4.9506, 2.9489], [-0.3101, 2.3979, 0.0690], [0.9107, 1.9773, 1.2843], [2.5901, 2.9667, -0.2649], [1.3651, 4.0638, -0.9736], [0.6707, 2.1969, -2.1728], [3.1777, 2.5066, -2.5335], [2.2243, 0.9813, -3.1845], [3.6079, 0.8255, -0.5219], [4.5308, 0.6528, -2.0109], [4.8924, -1.3784, -0.9614], [3.4663, -2.4392, -0.7330], [3.6776, -0.9755, 0.3070]],
  "forces_ev_per_angstrom": [[-0.3, 0.1, 0.4], [0.4, 0.0, 1.1], [0.0, 0.7, -0.5], [-0.8, -0.4, -0.7], [-0.3, 0.1, 0.3], [0.5, -0.2, -0.8], [0.5, 0.2, 0.8], [-0.9, 0.3, 0.4], [-0.5, 0.2, 0.4], [2.5, 0.1, -0.3], [-0.1, 0.3, 0.6], [1.4, 0.0, -0.7], [-0.8, 2.7, 2.1], [0.0, -2.1, -2.0], [0.7, 1.1, -0.3], [0.2, -0.1, -0.1], [-0.1, -0.1, -0.5], [0.0, -0.1, -0.2], [-0.4, -0.6, -0.1], [-0.5, 0.2, 0.1], [-0.2, -0.1, 0.4], [-0.5, -0.1, -0.6], [0.0, -0.4, 0.1], [-0.2, -0.5, -0.3], [0.5, -0.2, 0.3], [-0.1, -0.4, -0.1], [-1.0, -0.2, -0.1], [0.3, -0.3, 0.0], [0.2, 0.0, -0.6], [-0.7, 0.2, 0.9], [-0.3, -0.6, -1.0], [0.1, 0.9, 1.1], [0.7, 0.7, -1.2], [0.4, -0.2, 1.9], [-0.8, -0.7, -2.0], [-0.2, -0.8, 1.1], [-0.3, 0.9, 0.4], [0.3, 1.8, -0.4], [-0.5, -1.9, 0.0], [-0.4, -0.3, 0.1], [0.6, 0.3, 0.2], [0.0, 0.2, 0.0], [-0.7, -0.5, -0.1], [0.4, 0.1, 0.0], [0.0, 0.4, 0.4], [0.0, -0.6, -0.1], [0.3, -0.4, 0.4], [-0.2, -0.5, -0.6], [0.3, 0.9, -0.1], [-0.2, 0.3, -0.4], [0.1, -0.1, -0.2], [0.2, 0.0, 0.0], [0.4, 0.1, 0.6], [0.0, -0.2, 0.1]]
}



Record 4
{
  "formula": "C18H23AsN2O4OsS2",
  "method": "the ωB97M-V functional and the def2-TZVPD basis",
  "energy_ha": -4232.682051,
  "multiplicity": 2,
  "e_homo_ev": [-11.54, -11.66],
  "lumo_energy_ev": [-4.185, -4.536],
  "relative_energy_ev": 0.3122,
  "charge": 1,
  "elements": ["Os", "O", "N", "C", "C", "C", "C", "C", "S", "H", "H", "H", "H", "O", "S", "O", "N", "C", "O", "C", "C", "C", "C", "C", "C", "H", "H", "H", "H", "C", "C", "As", "C", "C", "C", "C", "H", "H", "H", "H", "H", "H", "H", "H", "H", "H", "H", "H", "H", "H", "H"],
  "coordinates": [[0.7042, -0.9844, 0.4714], [0.4135, -0.9315, 2.3888], [0.3925, 0.2695, 3.0308], [0.0190, 0.2619, 4.3334], [-0.0034, 1.4311, 5.0291], [0.3711, 2.6227, 4.3803], [0.7509, 2.5921, 3.0642], [0.7575, 1.3720, 2.3711], [1.1806, 1.2027, 0.7132], [-0.2267, -0.7089, 4.7372], [-0.3030, 1.4221, 6.0662], [0.3581, 3.5608, 4.9179], [1.0444, 3.4846, 2.5296], [6.1519, -0.7246, -2.6231], [5.2424, 0.0085, -1.8096], [5.7001, 1.0520, -0.9491], [4.3372, -1.0558, -0.8908], [3.1090, -0.9401, -1.1787], [2.1787, -1.6577, -0.5134], [2.7267, -0.0025, -2.2699], [1.4866, 0.2929, -2.8073], [1.4195, 1.2263, -3.8352], [2.5730, 1.8417, -4.3112], [3.8210, 1.5358, -3.7779], [3.8663, 0.6070, -2.7612], [0.5877, -0.2000, -2.4536], [0.4637, 1.4677, -4.2812], [2.5019, 2.5671, -5.1106], [4.7217, 2.0033, -4.1526], [-2.4228, -2.6968, 2.1018], [-2.7827, -1.3095, 1.5669], [-1.6871, -0.7277, 0.0672], [-2.3856, -1.6759, -1.4714], [-1.7101, -3.0343, -1.6777], [-2.1920, 1.1218, -0.2000], [-3.6919, 1.3304, -0.3962], [-2.9507, -2.8868, 3.0362], [-1.3569, -2.7898, 2.2973], [-2.7107, -3.4792, 1.3998], [-2.6660, -0.5462, 2.3394], [-3.8194, -1.2887, 1.2309], [-2.2299, -1.0341, -2.3396], [-3.4586, -1.7851, -1.3172], [-0.6227, -2.9375, -1.7212], [-2.0360, -3.4849, -2.6137], [-1.9519, -3.7284, -0.8726], [-1.6211, 1.4794, -1.0591], [-1.8244, 1.6740, 0.6660], [-4.0761, 0.7486, -1.2347], [-3.8956, 2.3799, -0.6057], [-4.2540, 1.0543, 0.4960]],
  "forces_ev_per_angstrom": [[0.3, -0.3, 0.3], [-0.6, -0.1, 0.5], [0.0, 0.2, 0.2], [0.0, -0.1, 0.0], [0.0, 0.1, 0.0], [0.0, -0.1, 0.0], [0.0, 0.0, 0.1], [0.0, 0.1, 0.0], [-0.1, 0.1, -0.3], [0.0, 0.0, 0.0], [0.0, 0.0, 0.0], [0.0, 0.0, 0.0], [0.0, 0.0, 0.0], [0.0, 0.0, 0.0], [0.2, 0.1, 0.0], [0.0, 0.0, 0.0], [0.0, 0.0, 0.2], [-0.2, -0.2, 0.0], [0.2, 0.3, -0.9], [-0.1, -0.1, 0.0], [0.0, 0.0, 0.0], [0.0, 0.0, 0.0], [0.0, 0.0, 0.0], [0.1, 0.0, 0.0], [-0.1, 0.1, 0.0], [0.0, 0.0, 0.0], [0.0, 0.0, 0.0], [0.0, 0.0, 0.0], [0.0, 0.0, 0.0], [-0.1, 0.1, -0.1], [0.1, -0.2, 0.1], [-0.1, 0.2, 0.2], [0.3, -0.3, -0.1], [0.0, 0.1, 0.1], [-0.2, 0.1, -0.1], [0.1, -0.1, 0.0], [0.0, 0.0, 0.0], [0.1, 0.0, 0.0], [0.0, 0.0, 0.0], [0.0, 0.0, 0.0], [0.0, 0.1, 0.0], [0.0, 0.1, 0.0], [0.0, 0.1, 0.0], [0.0, 0.0, 0.0], [0.0, 0.0, 0.0], [0.0, 0.0, 0.0], [0.0, 0.0, 0.0], [0.0, 0.0, 0.0], [0.0, 0.0, 0.0], [0.0, 0.0, 0.0], [0.0, 0.0, 0.0]]
}



Record 5
{
  "formula": "C23H52P4STl",
  "method": "the ωB97M-V functional and the def2-TZVPD basis",
  "energy_ha": -2842.453555,
  "e_homo_ev": [-16.09, -16.09],
  "lumo_energy_ev": [-12.838, -11.022],
  "relative_energy_ev": 0.5147,
  "charge": 3,
  "elements": ["Tl", "P", "P", "P", "H", "C", "C", "H", "C", "C", "C", "C", "C", "C", "C", "C", "C", "H", "H", "H", "H", "H", "H", "H", "H", "H", "H", "H", "H", "H", "H", "H", "H", "H", "H", "H", "H", "H", "H", "H", "H", "H", "H", "H", "H", "H", "C", "C", "C", "C", "C", "C", "S", "H", "H", "H", "H", "H", "H", "C", "C", "P", "C", "C", "C", "C", "H", "H", "H", "H", "H", "H", "H", "H", "H", "H", "H", "H", "H", "H", "H"],
  "coordinates": [[0.4652, -0.6208, -1.1464], [-0.9330, 2.2611, 1.6424], [-2.8936, -0.1814, -0.3925], [2.3914, 1.6864, 0.1872], [0.5437, -1.8187, -7.2729], [1.5779, -1.8808, -6.9085], [1.9078, -2.8875, -6.0837], [1.1442, -3.6436, -5.8341], [-1.3765, 3.8200, 0.7669], [-2.4447, 2.2277, 2.7046], [0.1290, 3.0667, 2.9067], [-3.2805, -1.5595, -1.5275], [-4.2250, -0.5135, 0.8228], [-3.6370, 1.1814, -1.4074], [3.7195, 1.1456, -0.9786], [3.4499, 1.9033, 1.6904], [2.3231, 3.4500, -0.3598], [2.2935, -1.1559, -7.3367], [2.9290, -3.0269, -5.6586], [-1.6363, 4.6078, 1.4831], [-2.2394, 3.6356, 0.1221], [-0.5350, 4.1583, 0.1563], [-2.5924, 3.1991, 3.1855], [-2.3329, 1.4861, 3.4986], [-3.3474, 2.0048, 2.1310], [-0.4168, 3.8874, 3.3791], [1.0350, 3.4939, 2.4687], [0.3997, 2.3508, 3.6876], [-4.3569, -1.7119, -1.6799], [-2.8510, -2.4768, -1.1161], [-2.7888, -1.3326, -2.4736], [-5.2074, -0.2820, 0.3920], [-4.0667, 0.0775, 1.7302], [-4.1475, -1.5830, 1.0570], [-4.6954, 0.9796, -1.6587], [-3.0558, 1.2835, -2.3372], [-3.5610, 2.1230, -0.8412], [4.5859, 1.8366, -1.0496], [3.2763, 1.0234, -1.9779], [4.0856, 0.1569, -0.6703], [4.4137, 2.3996, 1.4751], [3.6723, 0.9133, 2.1064], [2.9543, 2.4929, 2.4707], [3.3370, 3.8838, -0.4844], [1.7647, 4.0393, 0.3880], [1.8100, 3.4823, -1.3353], [0.7652, -1.3832, -3.9316], [0.8699, -0.0983, -4.5407], [-0.2602, 0.5727, -4.9741], [-1.5528, -0.0046, -4.8598], [-1.6366, -1.3282, -4.3559], [-0.5240, -2.0323, -3.8938], [2.1456, -2.0557, -3.1831], [0.5408, 0.9836, 0.4455], [1.8758, 0.3086, -4.5629], [-0.1140, 1.5284, -5.4720], [-2.4319, 0.6529, -4.8847], [-2.6314, -1.8005, -4.4795], [-0.6422, -3.0098, -3.3854], [3.1761, -1.8594, 2.4623], [1.7900, -2.5060, 2.6258], [0.4103, -1.2947, 2.3367], [-1.0448, -2.4568, 2.2359], [-1.0969, -3.6324, 3.2241], [0.0865, -0.7243, 4.0745], [1.3073, -0.1144, 4.7981], [3.2177, -1.3140, 1.5002], [3.9527, -2.6458, 2.4322], [3.3943, -1.1748, 3.3034], [1.6956, -3.3281, 1.8935], [1.6873, -2.9655, 3.6222], [-1.9387, -1.8230, 2.3850], [-1.0306, -2.8347, 1.1973], [-1.3035, -3.3079, 4.2571], [-1.9165, -4.3009, 2.9174], [-0.1583, -4.2033, 3.2247], [-0.2792, -1.5665, 4.6943], [-0.7368, 0.0235, 4.0001], [2.0115, -0.9176, 5.1047], [1.8233, 0.6247, 4.1502], [0.9610, 0.4056, 5.7170]],
  "forces_ev_per_angstrom": [[-0.3, -0.8, -0.1], [-0.6, 1.7, 0.8], [-2.9, 0.0, -1.4], [1.7, 2.1, 0.3], [0.5, 0.0, 0.0], [0.2, -0.6, -0.2], [0.1, 0.2, -0.5], [0.5, 0.4, 0.0], [0.2, -0.4, -0.8], [-0.2, -1.0, -0.1], [0.7, -0.5, 0.1], [1.1, -0.4, 0.0], [0.9, 0.0, 1.0], [0.9, 0.6, 0.3], [-0.6, -1.3, -0.5], [-0.6, -0.7, 0.8], [-1.0, 0.0, -0.1], [-0.4, -0.4, 0.5], [-0.8, 0.1, -0.6], [0.1, -0.3, 0.0], [0.1, 0.2, 0.0], [-0.2, 0.1, 0.0], [0.3, 0.0, -0.2], [-0.1, 0.0, -0.1], [0.1, 0.0, 0.0], [-0.1, -0.1, -0.2], [-0.1, -0.1, 0.1], [0.1, 0.1, -0.1], [0.2, 0.3, 0.3], [-0.1, -0.1, -0.2], [-0.2, -0.2, 0.2], [0.3, 0.0, -0.1], [-0.3, -0.3, 0.0], [-0.2, 0.3, 0.1], [0.5, -0.2, 0.3], [-0.2, 0.1, 0.3], [-0.2, -0.2, -0.4], [-0.8, -0.1, 0.4], [0.3, 0.1, 0.1], [0.0, 0.2, -0.1], [-0.6, -0.2, -0.5], [0.0, 0.2, 0.0], [0.0, -0.2, -0.2], [-0.5, -0.5, 0.2], [0.2, -0.1, -0.5], [0.1, 0.3, 0.4], [-0.8, -0.1, 0.2], [-0.4, -0.4, 0.3], [0.0, 0.0, -0.4], [1.4, 0.1, 1.3], [-0.6, -0.2, -1.1], [0.0, 0.6, 0.2], [-0.5, 0.2, 0.4], [1.7, 1.6, 0.8], [-0.2, 0.2, -0.4], [-0.3, 0.0, 0.3], [0.2, -0.6, -0.8], [0.8, 0.1, 0.6], [0.2, 0.6, -0.7], [0.1, -0.2, 0.1], [0.3, 0.0, -0.4], [-0.2, -1.4, 1.3], [0.0, 0.4, -0.5], [0.0, -0.1, 0.1], [0.0, 0.8, 0.2], [-0.2, 0.1, 0.1], [0.1, -0.1, 0.4], [-0.3, 0.5, 0.1], [0.0, -0.3, -0.6], [-0.1, 0.3, 0.2], [-0.1, 0.3, -0.3], [0.2, -0.2, -0.3], [-0.3, 0.0, 0.3], [0.1, -0.1, -0.5], [0.3, 0.2, 0.2], [-0.4, 0.1, 0.0], [0.1, 0.3, -0.6], [0.4, -0.5, 0.2], [-0.3, 0.7, -0.2], [-0.1, -0.4, 0.4], [0.3, -0.3, -0.5]]
}